Computed, not measured: a cluster of 2 separate species, C3H11O in total in a non-equilibrium geometry, with ωB97M-V/def2-TZVPD.

Each line ends with the Mulliken charge.
Cartesian coordinates (Å):
O  1.39119  2.27433  -0.21435  -0.432
H  0.68407  2.73649  0.33404  0.508
H  2.21063  2.21652  0.32620  0.524
H  1.14231  1.28039  -0.34020  0.318
C  0.10943  -0.35462  1.13652  -0.903
C  -0.86709  -1.17162  0.20672  -0.057
C  -0.66947  -0.89037  -1.31780  -1.227
H  -0.38659  0.54502  1.46435  0.196
H  0.98860  -0.09121  0.44863  0.153
H  -0.06775  -0.89728  2.10399  0.329
H  -1.92636  -1.01467  0.33063  0.359
H  -0.65146  -2.27838  0.51819  0.273
H  -1.08873  0.11113  -1.71966  0.215
H  0.39045  -0.85788  -1.40370  0.408
H  -1.25924  -1.60785  -1.87357  0.337

LUMO energy   -5.10 eV
Relative energy (zero: lowest compared OMol25 entry of this formula, charge and spin)   36.35 kcal per mole
Energy   -195.758395 hartree
Charge   +1
Orbital gap   9.78 eV